A 2-piece molecular cluster, C3H10N2 overall in a non-equilibrium geometry. Source: the OMol25 dataset; level of theory: ωB97M-V/def2-TZVPD.

Last column: natural (NBO) charge in e.
Element x y z (Å)
C1 -2.255592 0.862830 0.385548  -0.05
N1 -3.110575 0.357583 -0.401249  -0.59
H1 -1.801246 0.161543 1.103015  0.14
H2 -1.850902 1.866949 0.347968  0.17
H3 -3.114484 -0.651696 -0.272037  0.33
C2 0.994116 -1.195401 -0.633873  -0.42
N2 2.209191 -0.545860 -0.145589  -0.60
C3 1.797978 0.701290 0.593155  -0.43
H4 1.156403 -2.213521 -0.997417  0.20
H5 0.574189 -0.642412 -1.475906  0.19
H6 0.243183 -1.262370 0.182113  0.15
H7 2.565056 -1.178057 0.561770  0.34
H8 1.208409 1.443298 0.065952  0.20
H9 1.178911 0.393595 1.445150  0.16
H10 2.796837 0.981414 0.926145  0.21

Forces on the atoms, in the same order (eV/Å):
C 0.35 -1.86 0.28
N 0.40 0.86 -0.60
H 0.37 0.64 0.11
H -0.62 0.35 -0.06
H -0.49 0.02 0.27
C -0.34 -0.29 0.06
N -1.55 0.46 -0.42
C 1.26 -2.06 0.55
H 0.30 0.09 0.09
H -0.06 0.13 0.15
H -0.02 0.03 -0.40
H 0.35 0.21 0.05
H 0.51 -0.03 -0.66
H 0.04 0.23 0.23
H -0.48 1.22 0.35

## Properties
Lowest unoccupied orbital energy ... 0.9 eV
Relative energy (zero: lowest compared OMol25 entry of this formula, charge and spin) ... 185.9 kJ/mol
Highest occupied orbital energy ... -9.2 eV
Structure (SMILES) ... C=N.CNC
Maximum force ... 2.48 eV/Å
Kohn-Sham gap ... 10.149 eV
E ... -229.73845 hartree